DFT (wB97M-V/def2-TZVPD) results for a cluster of 9 separate species, C41H48N8O3 in total.

## Properties
LUMO level (spin up / spin down): -4.50 / -9.08 eV
E: -2254.34315 Ha
HOMO (spin up / spin down): -10.73 / -10.73 eV
gap between HOMO and LUMO (spin up / spin down): 6.2 / 1.6 eV

```
! wB97M-V def2-TZVPD RIJCOSX def2/J DEFGRID3
* xyz 1 2
N -4.14899 -3.91164 3.78174
C -3.90349 -5.32011 3.91114
C -3.37516 -6.09896 2.85462
C -3.03273 -5.38618 1.67870
C -3.13306 -3.99679 1.54390
C -3.78449 -3.31393 2.59226
H -4.10302 -5.67905 4.91001
H -3.17420 -7.15661 2.76864
H -2.67996 -5.89702 0.79495
H -2.80744 -3.44240 0.67613
H -4.03074 -2.26238 2.58913
N 5.27094 -5.36518 -3.32181
C 4.80893 -5.07929 -2.07914
C 3.44333 -4.90464 -1.73151
C 2.49917 -4.85236 -2.81467
C 3.02700 -5.10081 -4.13324
C 4.38867 -5.32317 -4.33029
H 5.53103 -4.98954 -1.28107
H 3.21968 -4.65696 -0.70436
H 1.47244 -4.60660 -2.58702
H 2.41782 -4.87774 -4.99668
H 4.78229 -5.52062 -5.31644
N 2.61034 -1.22137 2.41732
C 2.70905 -0.94879 3.68649
C 1.84574 -1.38657 4.66709
C 0.73217 -2.20083 4.35277
C 0.65301 -2.63440 3.04974
C 1.65427 -2.17281 2.13864
H 3.33913 -0.10073 3.91051
H 1.94969 -1.00324 5.67142
H 0.08118 -2.59402 5.11959
H -0.18493 -3.29414 2.87945
H 1.78287 -2.57098 1.14298
N -4.12465 -1.44612 -1.82479
C -4.40943 -2.70234 -1.48783
C -5.54582 -3.12066 -0.76424
C -6.43513 -2.06983 -0.39119
C -6.18911 -0.73128 -0.70288
C -4.96581 -0.51157 -1.36425
H -3.67993 -3.33575 -1.97053
H -5.63043 -4.03487 -0.19552
H -7.22386 -2.22152 0.33083
H -6.72809 0.08274 -0.24105
H -4.66573 0.47379 -1.68893
N 2.39252 4.25405 4.30429
C 1.86874 2.97815 4.15430
C 0.95538 2.71068 3.11173
C 0.51818 3.75939 2.32767
C 1.12327 5.05316 2.48845
C 2.10474 5.23457 3.41276
H 2.16976 2.28611 4.92687
H 0.41814 1.78428 2.97185
H -0.13645 3.42997 1.53436
H 0.90317 5.89916 1.85421
H 2.48321 6.22699 3.60844
N 5.24351 1.03922 -0.19739
C 3.92522 1.45393 -0.25821
C 3.34977 2.25106 0.79525
C 4.26436 2.72744 1.74753
C 5.64778 2.42519 1.67402
C 6.07352 1.50623 0.71635
H 3.32266 0.88175 -0.94809
H 2.31697 2.54609 0.90785
H 4.01349 3.53821 2.41545
H 6.25612 2.88541 2.43857
H 7.13059 1.29232 0.65927
C -2.23782 4.43874 -0.93007
C -3.38100 3.49518 -1.12472
O -3.65536 3.03710 0.18604
C -3.24227 3.91201 1.04289
O -3.43835 3.88963 2.20972
O -2.25655 4.49226 0.50560
H -2.34722 5.39027 -1.45038
H -1.26536 4.07745 -1.26456
H -3.13744 2.63607 -1.74980
H -4.22694 3.99257 -1.59914
C 1.39212 5.12666 -4.66279
C 1.26760 3.96614 -5.59356
C 0.92636 2.59614 -4.96094
C -0.48570 2.48812 -4.36583
N -1.55997 2.41258 -3.99080
H 0.44135 5.28990 -4.15535
H 1.74465 6.03269 -5.15567
H 2.14541 4.84187 -3.92825
H 2.21818 3.94277 -6.12641
H 0.41756 4.14839 -6.25106
H 1.67890 2.24901 -4.25292
H 0.88570 1.78741 -5.69060
C -1.41280 -0.55977 0.92974
C -1.17405 0.28446 -0.37057
C 0.09478 0.18263 -1.19735
C 0.24892 -1.16196 -1.87673
N 0.36145 -2.19325 -2.41161
H -0.97993 0.01020 1.75184
H -0.99140 -1.56292 0.86482
H -2.46685 -0.72913 1.14969
H -1.33862 1.31815 -0.06642
H -1.98783 0.12798 -1.07866
H 0.92268 0.47908 -0.55330
H 0.23260 0.88544 -2.01903
*
```